Entry 1:
The ion C4H9N2 with charge +1 in a non-equilibrium geometry. Source: the OMol25 dataset; level of theory: ωB97M-V/def2-TZVPD.

Last column: Mulliken charge in e.
Atoms and positions in Å:
C: -2.20039 -0.59491 -0.63776  -0.85
C: -1.49080 0.07409 0.24310  -0.36
C: -0.07974 -0.31392 0.42053  0.30
N: 0.68297 -0.39320 -0.85900  -0.42
C: 1.79095 0.33140 -0.30165  -0.34
N: 0.76386 0.90103 0.71699  -0.17
H: -3.19129 -0.54721 -0.82547  0.35
H: -1.64585 -1.32155 -1.18147  0.22
H: -2.04090 0.75083 0.88224  0.32
H: 0.06253 -1.11361 1.24427  0.32
H: 1.00392 -1.32290 -1.16635  0.29
H: 2.46044 -0.31277 0.22796  0.35
H: 2.45858 1.11178 -0.86295  0.30
H: 1.17855 1.03645 1.62773  0.31
H: 0.24719 1.71448 0.47183  0.35

Properties
Kohn-Sham gap (eV): 10.951
Total charge: +1
ΔE to the lowest compared entry with this formula, charge and spin (kJ/mol): 309.1
Spin multiplicity: 1
Electronic energy (eV): -7264.938
SMILES: C=C[C@H]1NC[NH2+]1

=====

Entry 2:
The molecule C5H9NO2 in a non-equilibrium geometry. Source: the OMol25 dataset; level of theory: ωB97M-V/def2-TZVPD.

Last column: Mulliken charge in e.
Atoms and positions in Å:
C: -0.40927 -1.79433 0.50583  -1.08
C: -0.73745 -0.58532 0.06592  0.60
C: -2.50663 -0.27984 -0.01471  -1.12
N: -0.23934 0.64669 0.11458  0.04
O: -0.65224 1.64867 -0.75974  -0.39
C: 1.47113 0.56481 0.14338  0.56
C: 2.27199 0.06447 -0.80174  -0.96
O: 1.93354 1.44150 1.09426  -0.48
H: 0.61270 -2.01790 0.78296  0.32
H: -1.17661 -2.50775 0.78226  0.28
H: -2.97683 -0.93536 0.71790  0.39
H: -2.81262 0.74420 0.19021  0.31
H: -2.75288 -0.56242 -1.03770  0.29
H: -0.12906 2.40765 -0.44467  0.38
H: 1.84587 -0.49576 -1.62413  0.29
H: 3.35325 0.17173 -0.76190  0.25
H: 2.90445 1.48896 1.04728  0.33

Properties
Kohn-Sham gap (eV): 8.635
ΔE to the lowest compared entry with this formula, charge and spin (kJ/mol): 580.1
Spin multiplicity: 1
Electronic energy (eV): -10910.563
SMILES: C=C(C)N(O)C(=C)O

=====

Entry 3:
A structure of composition C36H28BaNP2S2Te. Source: the OMol25 dataset; level of theory: ωB97M-V/def2-TZVPD.

Last column: Mulliken charge in e.
Atoms and positions in Å:
Ba: 0.68766 0.51008 0.34088  1.35
Te: 2.49364 -5.20975 0.31860  0.20
C: 2.21121 -6.64005 -1.23847  -0.15
C: 3.00910 -6.64454 -2.37667  -0.15
C: 2.68929 -7.50532 -3.41745  -0.48
N: 1.65706 -8.34722 -3.39785  -0.69
C: 0.90359 -8.34191 -2.29981  -0.38
C: 1.13697 -7.52009 -1.20604  -0.12
C: 1.27545 -3.73218 -0.49275  0.26
P: -0.46105 -3.99809 -0.28992  -1.06
C: -1.22896 -2.30760 -0.12159  0.32
C: -1.51582 -1.85724 1.17101  -0.71
C: -2.12054 -0.62303 1.39929  -0.59
C: -2.47595 0.18472 0.32341  -0.34
C: -2.19662 -0.24708 -0.97177  -0.96
C: -1.57537 -1.47322 -1.19010  0.78
C: -1.14567 -4.43060 -1.95087  0.11
C: -2.52610 -4.41592 -2.16716  -0.33
C: -3.06542 -4.84397 -3.36936  -0.57
C: -2.23409 -5.31883 -4.37838  -0.69
C: -0.86407 -5.35581 -4.17082  -0.76
C: -0.32774 -4.91144 -2.96776  0.29
P: 1.89604 -2.44059 -1.49187  0.58
C: 2.97477 -1.40291 -0.40984  -0.37
C: 2.97254 -1.54332 0.97839  0.08
C: 3.45866 -0.53032 1.80354  -0.54
C: 3.95197 0.64465 1.25255  -0.41
C: 4.01001 0.77874 -0.13315  -0.70
C: 3.53793 -0.23861 -0.95068  -0.31
C: 3.16615 -3.08836 -2.65540  0.06
C: 4.49879 -3.29903 -2.30341  -0.24
C: 5.39731 -3.83774 -3.21434  -0.68
C: 4.97400 -4.18277 -4.49126  -0.41
C: 3.65181 -3.97069 -4.85775  -0.57
C: 2.76074 -3.41827 -3.94875  -0.44
H: 3.85343 -5.97447 -2.47229  0.57
H: 3.29588 -7.51280 -4.31819  0.40
H: 0.05918 -9.02389 -2.29679  0.38
H: 0.46961 -7.54735 -0.35370  0.38
H: -1.26201 -2.49337 2.01263  0.38
H: -2.30130 -0.28169 2.41086  0.28
H: -2.93538 1.15038 0.49561  0.40
H: -2.45406 0.38461 -1.81381  0.36
H: -1.35961 -1.79238 -2.20216  0.31
H: -3.18691 -4.05834 -1.38378  0.42
H: -4.13823 -4.81392 -3.51877  0.38
H: -2.65471 -5.66290 -5.31521  0.38
H: -0.20514 -5.74038 -4.94064  0.44
H: 0.74235 -4.95099 -2.80643  0.42
H: 2.50701 -2.42178 1.41105  0.12
H: 3.40522 -0.63807 2.87948  0.36
H: 4.25604 1.46149 1.89225  0.31
H: 4.37950 1.69675 -0.57117  0.37
H: 3.53890 -0.10340 -2.02788  0.38
H: 4.83300 -3.04999 -1.30386  0.27
H: 6.42816 -3.99844 -2.92267  0.36
H: 5.67372 -4.60952 -5.19939  0.38
H: 3.31529 -4.23005 -5.85415  0.41
H: 1.73096 -3.24405 -4.24031  0.44
S: 0.89671 3.32398 -0.31629  -0.38
C: -0.59580 3.25519 0.63699  0.16
C: -1.75246 3.79744 0.03688  -0.61
C: -2.97128 3.86659 0.67670  -0.59
C: -3.08879 3.36672 1.97460  -0.56
C: -1.98711 2.80020 2.57821  -0.80
C: -0.72551 2.71509 1.95302  0.32
S: 0.56604 1.93698 2.87945  -0.30
H: -1.64610 4.18986 -0.96703  0.40
H: -3.82363 4.30965 0.17519  0.35
H: -4.03330 3.41794 2.50344  0.32
H: -2.06385 2.40140 3.58257  0.43

Properties
Kohn-Sham gap (eV): 6.466
Total charge: -1
ΔE to the lowest compared entry with this formula, charge and spin (kJ/mol): 0.0
Spin multiplicity: 1
Electronic energy (eV): -87515.531

=====

Entry 4:
A cluster of 2 separate species, C6H11NP2 in total in a non-equilibrium geometry. Source: the OMol25 dataset; level of theory: ωB97M-V/def2-TZVPD.

Last column: Mulliken charge in e.
Atoms and positions in Å:
C: 1.33532 -2.16810 -0.60663  -0.15
C: 1.36667 -0.79369 -0.63770  0.52
C: 2.11681 0.07844 0.27526  -0.96
C: -1.12318 1.95919 -0.02683  -1.01
C: -1.98243 0.72997 1.97503  -0.94
C: -1.79704 0.96304 0.55570  0.12
N: 0.72136 -0.22350 -1.66714  -0.36
P: 0.29161 -3.12823 -1.61595  -0.09
P: -0.30363 -1.24211 -2.51491  -0.04
H: 1.87241 -2.75561 0.18899  0.24
H: 1.54651 0.90697 0.79494  0.21
H: 2.97577 0.63318 -0.28133  0.26
H: 2.54971 -0.62124 0.97674  0.31
H: -0.80759 1.93558 -1.02328  0.41
H: -0.61505 2.76925 0.52364  0.26
H: 0.44380 -1.42293 -3.56928  0.06
H: -2.80966 0.03833 2.02748  0.30
H: -2.38423 1.69891 2.32212  0.31
H: -1.05532 0.29568 2.45090  0.22
H: -2.34183 0.34687 -0.14774  0.35

Properties
Kohn-Sham gap (spin up / spin down) (eV): 7.722 / 6.377
ΔE to the lowest compared entry with this formula, charge and spin (kJ/mol): 59.9
Spin multiplicity: 3
Electronic energy (eV): -26463.155